[1]
{"formula": "C20H39BCl20NO3", "method": "ωB97M-V with the def2-TZVPD basis set", "e_lumo_ev": 1.314, "e_tot_ha": -10294.50054, "largest_force_ev_per_a": 3.09, "homo_lumo_gap_ha": 0.1800, "spin_multiplicity": 1, "total_charge": -1, "species": ["C", "C", "B", "C", "C", "C", "O", "C", "C", "O", "C", "C", "C", "N", "O", "H", "H", "H", "H", "H", "H", "H", "H", "H", "H", "H", "H", "H", "H", "H", "H", "H", "H", "H", "C", "Cl", "Cl", "H", "H", "C", "Cl", "Cl", "H", "H", "C", "Cl", "Cl", "H", "H", "C", "Cl", "Cl", "H", "H", "C", "Cl", "Cl", "H", "H", "C", "Cl", "Cl", "H", "H", "C", "Cl", "Cl", "H", "H", "C", "Cl", "Cl", "H", "H", "C", "Cl", "Cl", "H", "H", "C", "Cl", "Cl", "H", "H"], "xyz": [[3.517, 3.218, 3.690], [4.102, 1.899, 3.685], [4.247, 1.091, 2.265], [3.379, -0.303, 2.166], [2.555, -0.702, 3.470], [1.555, -1.887, 3.055], [0.595, -1.517, 2.034], [-0.132, -0.370, 2.381], [-0.226, 0.789, 1.311], [-0.634, -0.284, 3.511], [5.843, 0.845, 1.843], [6.552, -0.315, 2.696], [7.078, -1.411, 1.644], [7.923, -0.931, 0.521], [6.842, -2.622, 1.750], [3.971, 3.971, 2.984], [2.641, 3.521, 4.339], [4.384, 1.496, 4.710], [3.816, 1.821, 1.413], [2.656, -0.204, 1.285], [4.030, -1.216, 1.908], [3.253, -1.147, 4.255], [1.996, 0.146, 3.965], [1.018, -2.367, 3.937], [2.220, -2.689, 2.583], [0.107, 0.398, 0.285], [0.403, 1.700, 1.584], [-1.310, 1.125, 1.276], [5.815, 0.552, 0.735], [6.404, 1.838, 1.919], [7.472, 0.104, 3.237], [5.864, -0.836, 3.428], [7.293, -0.764, -0.276], [8.254, 0.013, 0.778], [3.042, 5.509, 0.406], [2.619, 3.889, 0.968], [3.750, 6.482, 1.705], [3.765, 5.423, -0.403], [2.143, 6.006, 0.045], [-1.288, -3.103, 5.671], [-1.087, -4.635, 4.809], [-2.598, -3.202, 6.856], [-0.361, -2.865, 6.188], [-1.520, -2.320, 4.951], [-1.826, 0.485, -2.152], [-1.752, 2.114, -1.485], [-0.223, -0.253, -2.210], [-2.471, -0.125, -1.525], [-2.230, 0.537, -3.155], [-5.882, 0.409, -0.348], [-5.099, -0.834, -1.336], [-4.892, 1.869, -0.167], [-6.823, 0.678, -0.824], [-6.073, 0.001, 0.643], [9.929, 1.336, 5.037], [8.582, 2.083, 4.174], [9.972, 1.846, 6.730], [9.817, 0.254, 4.997], [10.861, 1.627, 4.557], [-2.449, 0.588, -7.083], [-1.704, 2.103, -6.562], [-3.251, -0.227, -5.735], [-3.187, 0.803, -7.854], [-1.678, -0.066, -7.482], [-7.293, -3.373, -2.969], [-8.569, -2.281, -2.415], [-6.095, -2.518, -3.945], [-6.798, -3.806, -2.102], [-7.739, -4.162, -3.572], [-5.482, -3.964, -7.786], [-4.727, -2.465, -7.240], [-6.303, -4.810, -6.465], [-6.216, -3.728, -8.555], [-4.714, -4.616, -8.197], [-6.051, 2.288, 3.333], [-7.263, 1.016, 3.124], [-6.338, 3.208, 4.814], [-5.065, 1.831, 3.386], [-6.099, 2.964, 2.482], [-7.392, -1.354, -10.877], [-7.863, -2.882, -10.125], [-6.551, -0.312, -9.726], [-6.729, -1.562, -11.714], [-8.285, -0.844, -11.230]], "lowdin_charge": [-0.14, -0.12, -0.67, -0.16, -0.18, -0.19, -0.07, -0.44, -0.01, 0.04, -0.19, -0.14, -0.44, 0.06, 0.01, -0.03, 0.04, 0.07, 0.01, 0.09, 0.10, 0.12, 0.10, 0.09, 0.13, 0.03, 0.09, 0.07, 0.08, 0.08, 0.03, 0.11, 0.08, 0.07, -1.00, 0.61, 0.50, 0.02, 0.02, -1.04, 0.49, 0.49, 0.03, 0.01, -1.03, 0.51, 0.54, -0.03, -0.03, -0.99, 0.53, 0.52, 0.03, -0.01, -1.02, 0.56, 0.49, 0.03, 0.02, -1.01, 0.52, 0.49, 0.02, 0.03, -1.02, 0.50, 0.45, 0.03, 0.02, -1.02, 0.47, 0.50, -0.07, 0.03, -1.04, 0.51, 0.51, 0.03, 0.01, -1.01, 0.55, 0.51, 0.03, 0.03]}

=====

[2]
{"formula": "C20H39BClN5O4Pb", "method": "ωB97M-V with the def2-TZVPD basis set", "e_lumo_ev": 0.483, "e_tot_ha": -2037.77452, "largest_force_ev_per_a": 1.43, "homo_lumo_gap_ha": 0.3372, "spin_multiplicity": 1, "total_charge": 0, "species": ["Pb", "Cl", "O", "O", "O", "O", "B", "H", "H", "H", "H", "C", "C", "C", "C", "N", "H", "H", "H", "H", "H", "H", "H", "C", "C", "C", "C", "N", "H", "H", "H", "H", "H", "H", "H", "C", "C", "C", "C", "N", "H", "H", "H", "H", "H", "H", "H", "C", "C", "C", "C", "N", "H", "H", "H", "H", "H", "H", "H", "C", "C", "C", "C", "N", "H", "H", "H", "H", "H", "H", "H"], "xyz": [[1.513, 0.004, 0.372], [-1.748, -1.347, -0.083], [-2.486, -1.362, 1.154], [-0.576, -2.209, -0.004], [-2.590, -1.759, -1.167], [-1.239, 0.002, -0.308], [4.120, 0.816, 0.565], [4.017, 1.981, 0.818], [3.692, 0.693, -0.575], [5.242, 0.409, 0.657], [3.467, 0.117, 1.301], [-2.046, 4.065, 0.345], [-1.238, 4.985, -0.535], [-0.046, 4.322, -1.205], [0.714, 3.460, -0.308], [1.345, 2.799, 0.385], [-2.792, 4.634, 0.902], [-1.387, 3.496, 1.003], [-2.654, 3.317, -0.176], [-0.934, 5.863, 0.040], [-1.864, 5.415, -1.324], [0.655, 4.968, -1.730], [-0.452, 3.657, -1.976], [5.794, -5.242, -2.906], [5.207, -4.043, -2.179], [3.689, -4.021, -2.211], [3.112, -2.965, -1.383], [2.699, -2.137, -0.712], [5.594, -5.237, -3.979], [5.349, -6.169, -2.526], [6.860, -5.352, -2.716], [5.571, -3.090, -2.574], [5.619, -4.047, -1.166], [3.249, -4.981, -1.941], [3.329, -3.794, -3.221], [-4.465, 2.491, 3.858], [-3.138, 2.318, 3.149], [-2.263, 1.229, 3.750], [-0.982, 1.082, 3.097], [0.007, 0.896, 2.545], [-4.972, 1.531, 3.935], [-5.084, 3.212, 3.325], [-4.308, 2.954, 4.835], [-2.589, 3.270, 3.167], [-3.288, 2.214, 2.071], [-2.809, 0.282, 3.769], [-2.125, 1.449, 4.814], [-2.462, 2.205, -5.329], [-1.633, 1.878, -4.088], [-0.438, 0.996, -4.394], [0.423, 0.702, -3.248], [1.102, 0.360, -2.391], [-2.517, 1.307, -5.960], [-1.969, 2.953, -5.949], [-3.499, 2.432, -5.099], [-2.262, 1.334, -3.373], [-1.417, 2.808, -3.557], [0.183, 1.398, -5.198], [-0.792, 0.013, -4.719], [-1.511, -2.462, 4.151], [-1.275, -3.638, 3.218], [0.182, -3.997, 2.947], [1.000, -2.814, 2.695], [1.587, -1.866, 2.430], [-2.597, -2.338, 4.188], [-1.035, -1.526, 3.888], [-1.247, -2.773, 5.168], [-1.723, -3.419, 2.243], [-1.841, -4.504, 3.563], [0.354, -4.654, 2.090], [0.623, -4.573, 3.770]], "lowdin_charge": [1.28, 0.62, -0.35, -0.43, -0.33, -0.50, -0.53, -0.05, -0.07, -0.03, -0.12, -0.11, -0.25, -0.16, -0.18, 0.14, 0.08, 0.06, 0.09, 0.11, 0.11, 0.13, 0.09, -0.11, -0.26, -0.18, -0.15, 0.14, 0.07, 0.07, 0.07, 0.12, 0.12, 0.13, 0.13, -0.10, -0.28, -0.18, -0.18, 0.13, 0.08, 0.07, 0.08, 0.11, 0.10, 0.12, 0.13, -0.10, -0.26, -0.17, -0.17, 0.13, 0.08, 0.07, 0.07, 0.12, 0.09, 0.13, 0.13, -0.10, -0.25, -0.17, -0.19, 0.13, 0.08, 0.05, 0.08, 0.09, 0.11, 0.12, 0.12]}

=====

[3]
{"formula": "C20H39BN5O5S3SiV", "method": "ωB97M-V with the def2-TZVPD basis set", "e_lumo_ev": [-4.491, -4.478], "e_tot_ha": -3888.36520, "largest_force_ev_per_a": 3.05, "homo_lumo_gap_ha": [0.2331, 0.2267], "spin_multiplicity": 2, "total_charge": 1, "species": ["V", "C", "N", "C", "C", "N", "B", "N", "C", "C", "N", "C", "C", "S", "C", "S", "H", "H", "H", "H", "H", "H", "H", "H", "H", "H", "H", "H", "O", "S", "N", "C", "C", "C", "C", "O", "Si", "O", "O", "C", "C", "C", "C", "O", "C", "C", "C", "C", "H", "H", "H", "H", "H", "H", "H", "H", "H", "H", "H", "H", "H", "H", "H", "H", "H", "H", "H", "H", "H", "H", "H", "H", "H", "H", "H"], "xyz": [[-0.040, 1.500, 0.841], [-2.676, -0.636, 3.611], [-1.309, -0.159, 3.754], [-0.294, -0.948, 4.199], [0.821, -0.218, 4.068], [0.527, 0.989, 3.525], [1.351, 2.240, 3.277], [2.833, 1.938, 3.211], [3.655, 2.691, 4.078], [4.963, 2.428, 3.716], [4.893, 1.610, 2.601], [6.061, 1.250, 1.714], [3.614, 1.285, 2.388], [3.042, 0.375, 1.029], [-0.819, 1.005, 3.358], [-1.719, 2.178, 2.483], [-2.916, -0.779, 2.557], [-3.382, 0.046, 4.090], [-2.615, -1.622, 4.202], [-0.419, -2.034, 4.415], [1.799, -0.561, 4.346], [1.069, 2.627, 2.157], [1.182, 3.117, 4.011], [3.202, 3.414, 4.738], [5.886, 2.811, 4.100], [6.253, 2.180, 1.163], [5.707, 0.445, 1.072], [6.816, 0.817, 2.365], [3.361, 3.514, 0.838], [2.384, 2.923, -0.166], [1.927, 1.450, 0.352], [0.085, 1.370, -3.782], [0.687, -0.038, -3.556], [0.513, -0.919, -4.771], [2.163, 0.175, -3.240], [0.213, -0.772, -2.382], [-1.129, -0.507, -1.558], [-0.949, 0.820, -0.495], [-1.431, -1.711, -0.521], [-0.681, -2.817, -0.050], [0.707, -2.413, 0.364], [-0.646, -3.838, -1.106], [-1.509, -3.325, 1.131], [-2.381, -0.206, -2.504], [-3.718, 0.265, -2.383], [-3.736, 1.718, -1.908], [-4.513, -0.581, -1.371], [-4.381, 0.226, -3.772], [0.600, 1.777, -4.640], [0.197, 1.970, -2.865], [-0.931, 1.270, -4.108], [0.909, -0.484, -5.695], [-0.565, -1.088, -4.932], [0.941, -1.903, -4.691], [2.769, 0.559, -4.097], [2.549, -0.878, -2.957], [2.376, 0.757, -2.369], [1.298, -2.290, -0.567], [1.163, -3.202, 0.939], [0.628, -1.455, 0.882], [0.032, -3.563, -1.941], [-1.661, -4.028, -1.436], [-0.358, -4.790, -0.815], [-1.733, -2.506, 1.752], [-1.008, -4.178, 1.610], [-2.474, -3.611, 0.836], [-3.514, 1.840, -0.824], [-4.747, 2.058, -2.082], [-3.055, 2.352, -2.437], [-3.853, -0.763, -0.490], [-4.752, -1.534, -1.818], [-5.471, -0.177, -1.080], [-3.972, 0.882, -4.556], [-5.429, 0.490, -3.606], [-4.389, -0.830, -4.205]], "lowdin_charge": [0.71, -0.01, -0.12, -0.04, -0.05, 0.01, -0.51, 0.02, 0.03, 0.01, -0.09, 0.04, -0.58, 0.99, -0.72, 0.75, 0.09, 0.10, 0.13, 0.16, 0.14, 0.02, 0.10, 0.13, 0.13, 0.11, 0.06, 0.10, -0.51, 0.90, -0.87, -0.01, -0.60, -0.02, -0.04, -0.08, 0.08, -0.35, -0.08, -0.66, -0.02, -0.02, 0.00, -0.07, -0.62, -0.03, -0.01, -0.03, 0.09, 0.09, 0.07, 0.10, 0.10, 0.08, 0.11, 0.12, 0.03, 0.09, 0.10, 0.05, 0.11, 0.11, 0.07, 0.04, 0.11, 0.08, 0.09, 0.09, 0.08, 0.09, 0.08, 0.09, 0.09, 0.08, 0.11]}